Computed, not measured: the molecule C4H4BNO4, with ωB97M-V/def2-TZVPD.

Structure (ORCA input):
```
! wB97M-V def2-TZVPD RIJCOSX def2/J DEFGRID3
* xyz 0 1
N 2.479 -0.554 -0.114
B 1.382 0.346 0.225
O 1.704 1.595 0.746
C -0.180 0.041 0.044
C -1.005 -0.581 0.893
C -2.383 -0.551 0.236
O -3.356 -0.997 0.672
O -2.326 0.142 -0.973
C -1.012 0.470 -1.169
O -0.534 1.012 -2.083
H 2.390 -1.477 0.297
H 2.675 -0.595 -1.109
H 0.969 2.166 0.463
H -0.804 -1.017 1.872
*
```

Output
SMILES = NB(O)C1=CC(=O)OC1=O
E = -14570.952 eV

Taken from the Löwdin analysis, the atomic charges in e are: 0.1536 -0.5122 0.1560 0.0102 0.1032 -0.4412 0.2026 0.1581 -0.4295 0.2012 0.0718 0.0823 0.1070 0.1368